[1]
A cluster of 8 separate species, C30H76N4O29P7 in total, computed with ωB97M-V/def2-TZVPD.

Structure (XYZ):
```
146
Properties=species:S:1:pos:R:3:lowdin_charge:R:1
C 5.73 -1.39 0.40 0.02
C 5.25 -0.15 1.16 -0.43
O 5.19 -0.17 2.35 0.14
N 4.81 1.08 0.48 -0.05
C 5.66 1.44 -0.68 -0.03
C 3.46 0.86 0.09 -0.19
C 3.06 -0.10 -0.84 0.08
C 1.69 -0.15 -1.02 -0.01
N 0.86 0.63 -0.38 -0.09
C -0.60 0.43 -0.65 -0.06
C -1.06 -0.78 0.17 -0.17
N -1.04 -0.72 1.43 0.13
N 1.16 1.59 0.47 0.18
C 2.45 1.65 0.66 0.00
H 6.23 -1.16 -0.54 0.08
H 4.83 -1.96 0.16 0.09
H 6.34 -2.03 1.03 0.10
H 5.14 1.34 -1.64 0.09
H 6.61 0.91 -0.71 0.09
H 5.90 2.51 -0.60 0.09
H 3.75 -0.75 -1.36 0.14
H 1.28 -0.87 -1.72 0.17
H -0.68 0.28 -1.73 0.09
H -1.14 1.34 -0.38 0.13
H -1.45 -1.69 -0.29 0.10
H -0.68 0.21 1.69 0.05
H 2.78 2.42 1.36 0.14
C -3.35 -2.55 -6.04 -0.10
O -3.17 -2.44 -4.60 -0.23
P -2.52 -1.10 -3.84 0.61
O -2.02 -1.77 -2.61 -0.26
O -3.99 -0.44 -3.57 -0.27
C -5.03 -0.41 -4.54 -0.09
O -1.72 0.34 -3.65 -0.29
C -2.36 1.54 -3.24 -0.11
H -3.03 -3.55 -6.34 0.09
H -4.40 -2.45 -6.29 0.08
H -2.77 -1.81 -6.58 0.09
H -5.67 -1.28 -4.40 0.10
H -4.65 -0.38 -5.56 0.08
H -5.64 0.48 -4.38 0.10
H -2.92 1.38 -2.32 0.09
H -3.01 1.93 -4.03 0.10
H -1.58 2.27 -3.05 0.08
C -3.98 1.46 1.14 -0.13
O -4.05 2.89 1.07 -0.25
P -4.78 3.85 2.25 0.60
O -5.10 5.02 1.40 -0.25
O -3.35 4.10 3.03 -0.27
C -2.40 3.08 3.28 -0.12
O -5.69 4.24 3.58 -0.24
C -5.11 4.72 4.80 -0.10
H -4.23 1.06 0.15 0.08
H -2.97 1.14 1.37 0.04
H -4.68 1.05 1.87 0.09
H -1.66 3.07 2.47 0.08
H -2.85 2.10 3.39 0.08
H -1.87 3.32 4.20 0.09
H -4.48 5.59 4.61 0.10
H -4.55 3.93 5.30 0.05
H -5.93 5.02 5.45 0.10
C 3.30 4.95 -2.26 -0.11
O 3.27 3.57 -2.70 -0.26
P 2.02 2.92 -3.62 0.62
O 2.22 1.48 -3.24 -0.25
O 2.80 3.20 -5.02 -0.27
C 3.49 4.41 -5.33 -0.10
O 0.55 2.74 -4.34 -0.27
C 0.37 2.73 -5.76 -0.08
H 3.63 4.96 -1.22 0.09
H 4.02 5.52 -2.84 0.08
H 2.32 5.42 -2.32 0.09
H 4.54 4.32 -5.05 0.10
H 3.04 5.28 -4.84 0.08
H 3.44 4.57 -6.41 0.10
H 1.02 1.98 -6.22 0.10
H 0.55 3.71 -6.18 0.09
H -0.67 2.45 -5.94 0.09
C -0.61 -3.47 2.14 -0.15
O -0.89 -4.79 2.65 -0.24
P 0.29 -5.83 3.26 0.60
O -0.42 -7.11 3.03 -0.24
O 0.05 -5.32 4.80 -0.28
C -0.11 -3.97 5.18 -0.12
O 1.81 -6.42 3.58 -0.25
C 2.36 -6.46 4.89 -0.11
H -1.19 -3.34 1.22 0.07
H -0.93 -2.71 2.84 0.05
H 0.45 -3.34 1.91 0.08
H -1.18 -3.73 5.21 0.10
H 0.41 -3.28 4.52 0.07
H 0.28 -3.84 6.19 0.09
H 1.69 -6.97 5.58 0.10
H 2.58 -5.45 5.25 0.08
H 3.29 -7.01 4.83 0.09
C -0.58 4.29 8.55 -0.12
O -1.91 4.37 8.02 -0.25
P -3.15 3.31 8.45 0.63
O -3.97 3.44 7.22 -0.24
O -3.68 4.36 9.60 -0.28
C -2.84 5.06 10.50 -0.11
O -3.98 2.05 9.16 -0.25
C -4.85 2.23 10.27 -0.10
H 0.13 4.43 7.73 0.09
H -0.41 5.10 9.27 0.08
H -0.38 3.33 9.04 0.09
H -2.58 6.03 10.08 0.10
H -1.93 4.50 10.74 0.08
H -3.38 5.23 11.42 0.09
H -5.60 2.99 10.06 0.10
H -4.29 2.48 11.17 0.09
H -5.36 1.28 10.44 0.09
C 13.18 -3.48 0.13 -0.12
O 11.77 -3.32 -0.13 -0.25
P 10.65 -2.86 1.05 0.64
O 9.47 -3.48 0.38 -0.26
O 10.77 -1.28 0.60 -0.29
C 12.00 -0.60 0.37 -0.11
O 9.80 -2.47 2.44 -0.26
C 9.39 -1.13 2.70 -0.12
H 13.51 -4.39 -0.36 0.09
H 13.73 -2.65 -0.31 0.08
H 13.40 -3.54 1.19 0.09
H 12.25 -0.66 -0.69 0.09
H 12.81 -1.00 0.98 0.08
H 11.87 0.45 0.63 0.09
H 8.84 -0.74 1.85 0.08
H 10.25 -0.50 2.94 0.09
H 8.73 -1.15 3.57 0.09
C -8.45 -2.82 -10.96 -0.12
O -7.62 -2.49 -9.83 -0.24
P -8.14 -2.58 -8.23 0.61
O -7.19 -1.60 -7.65 -0.26
O -7.54 -4.10 -8.07 -0.29
C -7.69 -5.13 -9.04 -0.11
O -9.14 -2.77 -6.92 -0.25
C -9.12 -3.92 -6.09 -0.11
H -8.30 -2.06 -11.72 0.09
H -8.15 -3.78 -11.38 0.08
H -9.51 -2.85 -10.70 0.09
H -6.82 -5.13 -9.71 0.09
H -8.60 -5.03 -9.62 0.08
H -7.71 -6.09 -8.53 0.09
H -8.12 -4.12 -5.72 0.09
H -9.52 -4.79 -6.62 0.09
H -9.78 -3.72 -5.24 0.09
```

total charge	+1
gap between HOMO and LUMO	6.702	eV
HOMO level	-10.756	eV
lowest unoccupied orbital energy	-4.05	eV
DFT total energy	-5978.6212	Eh

---

[2]
A structure of composition C30H78B2CoF8N4O14, computed with ωB97M-V/def2-TZVPD.

Structure (XYZ):
```
137
Properties=species:S:1:pos:R:3:lowdin_charge:R:1
Co 9.08 -8.99 15.01 0.90
B 10.73 -7.05 16.43 -1.18
F 10.58 -6.37 17.61 0.19
F 10.93 -8.45 16.68 0.08
F 9.48 -7.01 15.67 0.04
F 11.78 -6.57 15.62 0.12
B 7.34 -9.81 16.91 -1.26
F 6.41 -10.58 16.19 0.15
F 6.94 -9.66 18.21 0.16
F 8.64 -10.36 16.73 0.11
F 7.49 -8.53 16.27 0.10
C 10.06 -16.14 16.10 -0.08
O 9.81 -14.84 15.57 -0.19
C 10.94 -14.12 15.14 -0.23
C 11.82 -13.58 16.24 -0.18
N 11.07 -12.52 16.94 -0.06
C 11.78 -11.89 18.05 -0.18
C 10.89 -11.04 18.88 -0.20
O 9.96 -11.95 19.50 -0.21
C 9.26 -11.39 20.59 -0.09
H 10.12 -16.91 15.33 0.09
H 9.30 -16.29 16.87 0.08
H 11.02 -16.16 16.63 0.08
H 10.54 -13.30 14.55 0.11
H 11.56 -14.74 14.47 0.13
H 12.71 -13.14 15.78 0.12
H 12.12 -14.34 16.97 0.12
H 10.20 -12.91 17.30 0.11
H 12.59 -11.27 17.64 0.13
H 12.27 -12.64 18.69 0.13
H 10.32 -10.30 18.32 0.11
H 11.51 -10.65 19.69 0.12
H 8.56 -10.62 20.24 0.08
H 9.95 -10.89 21.28 0.08
H 8.76 -12.19 21.13 0.09
C 4.04 -5.77 26.06 -0.12
O 3.74 -6.41 24.85 -0.19
C 3.97 -5.58 23.74 -0.25
C 3.43 -6.28 22.52 -0.22
N 4.07 -7.56 22.33 -0.05
C 3.65 -8.30 21.15 -0.22
C 4.33 -7.80 19.90 -0.19
O 3.83 -8.57 18.84 -0.23
C 4.53 -8.47 17.63 -0.10
H 3.82 -6.44 26.88 0.09
H 3.38 -4.90 26.21 0.09
H 5.08 -5.43 26.08 0.09
H 5.05 -5.39 23.64 0.13
H 3.47 -4.61 23.84 0.12
H 3.66 -5.67 21.64 0.12
H 2.34 -6.38 22.61 0.13
H 4.10 -8.11 23.18 0.11
H 2.56 -8.13 21.03 0.12
H 3.84 -9.36 21.31 0.12
H 5.42 -7.91 20.00 0.11
H 4.11 -6.73 19.81 0.12
H 4.24 -9.32 17.01 0.07
H 5.61 -8.48 17.81 0.05
H 4.32 -7.54 17.06 0.11
C 7.88 -4.62 17.16 -0.13
O 8.20 -5.22 18.37 -0.16
C 7.36 -6.30 18.70 -0.21
C 8.19 -7.36 19.40 -0.19
N 8.85 -6.78 20.57 -0.02
C 9.76 -7.71 21.22 -0.21
C 11.10 -7.86 20.51 -0.24
O 11.63 -6.60 20.19 -0.18
C 12.99 -6.50 20.43 -0.13
H 8.49 -3.73 17.01 0.09
H 6.82 -4.32 17.09 0.09
H 8.05 -5.29 16.30 0.07
H 6.88 -6.74 17.82 0.10
H 6.55 -5.96 19.37 0.12
H 8.89 -7.80 18.69 0.11
H 7.58 -8.23 19.71 0.10
H 8.11 -6.61 21.24 0.11
H 9.35 -8.71 21.46 0.10
H 10.01 -7.34 22.22 0.12
H 11.00 -8.40 19.56 0.10
H 11.75 -8.49 21.14 0.12
H 13.32 -5.50 20.11 0.09
H 13.56 -7.14 19.73 0.09
H 13.25 -6.57 21.49 0.09
C 1.98 -10.21 19.84 -0.13
O 2.17 -11.30 19.00 -0.14
C 3.15 -11.09 18.03 -0.25
C 3.42 -12.37 17.28 -0.20
N 2.32 -12.77 16.41 -0.03
C 2.49 -12.26 15.05 -0.24
C 1.18 -12.30 14.30 -0.26
O 0.47 -13.50 14.35 -0.18
C 1.18 -14.62 13.86 -0.10
H 1.41 -9.41 19.34 0.10
H 2.93 -9.86 20.25 0.03
H 1.31 -10.50 20.65 0.10
H 4.06 -10.66 18.47 0.11
H 2.84 -10.35 17.26 0.12
H 3.69 -13.18 17.96 0.11
H 4.33 -12.24 16.69 0.11
H 1.47 -12.33 16.75 0.11
H 3.22 -12.90 14.53 0.11
H 2.87 -11.23 15.02 0.11
H 1.35 -12.03 13.23 0.12
H 0.50 -11.49 14.58 0.12
H 2.08 -14.83 14.45 0.08
H 1.46 -14.41 12.82 0.09
H 0.46 -15.43 13.85 0.09
C 7.77 -14.27 18.68 -0.22
C 7.32 -12.99 18.05 -0.24
O 6.19 -12.49 18.78 -0.06
O 6.92 -15.38 18.33 -0.07
H 7.83 -14.20 19.77 0.12
H 8.78 -14.54 18.35 0.10
H 7.12 -13.03 16.97 0.13
H 8.14 -12.26 18.12 0.08
H 6.02 -11.63 18.37 0.04
H 6.05 -15.16 18.68 0.08
C 7.14 -8.78 12.63 -0.18
C 7.06 -10.20 13.15 -0.14
O 8.26 -10.49 13.91 -0.09
O 7.67 -7.91 13.64 -0.06
H 6.15 -8.50 12.27 0.14
H 7.82 -8.75 11.78 0.13
H 6.99 -10.90 12.32 0.14
H 6.21 -10.33 13.82 0.12
H 8.36 -11.44 13.93 0.13
H 7.46 -7.00 13.41 0.13
C 11.61 -9.37 13.19 -0.17
C 11.97 -10.12 14.43 -0.20
O 10.74 -10.51 15.03 -0.13
O 10.55 -8.49 13.55 -0.09
H 11.30 -10.07 12.40 0.13
H 12.48 -8.79 12.87 0.14
H 12.49 -9.50 15.18 0.13
H 12.67 -10.93 14.20 0.13
H 10.92 -11.22 15.72 0.07
H 10.49 -7.77 12.92 0.13
```

total charge	0
2S+1	4
gap between HOMO and LUMO (spin up / spin down)	7.500 / 7.494	eV
<S²>	3.754
HOMO level (spin up / spin down)	-7.965 / -7.965	eV
lowest unoccupied orbital energy (spin up / spin down)	-0.47 / -0.47	eV
DFT total energy	-4693.8418	Eh
energy relative to the best compared isomer or geometry (same formula, charge and spin)	19.6	kcal per mole

---

[3]
A cluster of 16 separate species, C30H78FN9O39S6 in total, computed with ωB97M-V/def2-TZVPD.

Structure (XYZ):
```
163
Properties=species:S:1:pos:R:3:lowdin_charge:R:1
O -4.36 -3.52 -0.33 -0.30
S -5.13 -4.69 -0.63 0.54
O -6.54 -4.54 -0.83 -0.26
O -4.57 -5.33 -1.98 -0.24
C -3.24 -4.93 -2.39 -0.25
C -3.07 -5.29 -3.85 -0.06
C -4.73 -5.91 0.48 -0.13
H -2.47 -5.44 -1.87 0.10
H -3.23 -3.85 -2.27 0.11
H -3.91 -5.09 -4.50 0.08
H -2.99 -6.36 -4.06 0.08
H -2.17 -4.83 -4.27 0.06
H -5.05 -5.49 1.51 0.12
H -3.60 -5.90 0.49 0.07
H -5.25 -6.83 0.35 0.07
O -1.79 2.62 1.16 -0.28
S -0.36 2.82 1.19 0.53
O 0.25 3.41 2.33 -0.29
O 0.48 1.54 1.03 -0.26
C 0.02 0.47 0.19 -0.23
C 0.46 -0.71 1.01 -0.04
C 0.04 3.83 -0.20 -0.11
H 0.61 0.49 -0.70 0.09
H -1.03 0.54 0.01 0.11
H 0.23 -1.67 0.55 0.07
H -0.05 -0.60 1.99 0.08
H 1.62 -0.70 1.15 0.10
H -0.57 3.63 -1.03 0.03
H 1.17 3.85 -0.52 0.10
H -0.25 4.89 0.07 0.06
O -0.84 3.39 -6.06 -0.29
S -0.19 4.65 -6.43 0.57
O -0.17 5.07 -7.78 -0.27
O -0.79 5.69 -5.42 -0.27
C -0.81 7.14 -5.77 -0.21
C -1.55 7.95 -4.67 -0.07
C 1.53 4.64 -5.90 -0.11
H -1.38 7.23 -6.70 0.11
H 0.22 7.55 -5.91 0.13
H -2.47 7.40 -4.30 0.10
H -1.80 8.89 -5.17 0.07
H -0.84 8.17 -3.85 0.08
H 2.08 3.91 -6.52 0.08
H 1.61 4.36 -4.81 0.08
H 1.83 5.66 -6.06 0.05
O 3.63 6.06 -3.01 -0.25
S 3.66 5.71 -1.66 0.55
O 3.13 4.42 -1.35 -0.29
O 5.17 5.77 -1.17 -0.27
C 5.54 5.37 0.19 -0.25
C 6.61 4.34 0.03 -0.08
C 2.99 6.91 -0.52 -0.11
H 4.66 5.05 0.76 0.10
H 5.97 6.24 0.66 0.12
H 7.18 4.07 0.96 0.10
H 7.33 4.72 -0.69 0.08
H 6.25 3.32 -0.29 0.08
H 2.98 6.51 0.48 0.06
H 1.96 7.14 -0.75 0.06
H 3.48 7.87 -0.53 0.08
O -2.33 -6.85 3.58 -0.27
S -0.97 -7.09 3.21 0.60
O -0.63 -8.38 2.61 -0.30
O -0.55 -5.91 2.18 -0.28
C -0.94 -4.54 2.44 -0.22
C -1.46 -4.02 1.07 -0.05
C 0.14 -6.84 4.56 -0.12
H -0.05 -4.00 2.67 0.09
H -1.68 -4.43 3.24 0.12
H -2.35 -4.58 0.78 0.03
H -0.65 -4.15 0.28 0.09
H -1.82 -3.00 1.08 0.05
H 0.09 -5.84 5.09 0.10
H 1.12 -7.01 4.12 0.08
H -0.01 -7.62 5.28 0.07
O 5.46 -3.38 2.46 -0.27
S 4.37 -4.05 1.82 0.54
O 4.49 -5.45 1.54 -0.27
O 3.02 -3.97 2.66 -0.28
C 2.70 -2.74 3.47 -0.21
C 3.09 -3.03 4.88 -0.08
C 3.98 -3.14 0.37 -0.12
H 1.60 -2.65 3.32 0.10
H 3.23 -1.89 3.03 0.09
H 4.18 -3.07 5.01 0.08
H 2.74 -3.96 5.32 0.08
H 2.69 -2.35 5.64 0.07
H 4.85 -3.21 -0.31 0.10
H 3.79 -2.11 0.60 0.03
H 3.17 -3.59 -0.19 0.05
C -0.84 1.09 4.53 0.04
N -0.11 -0.06 5.07 -0.45
O 1.03 -0.10 4.72 0.05
O -0.70 -0.86 5.77 0.08
H -1.41 0.68 3.65 0.10
H -0.06 1.70 4.04 0.08
H -1.55 1.50 5.25 0.10
C -3.90 2.67 3.46 0.02
N -4.48 2.07 4.73 -0.44
O -4.46 2.84 5.70 0.04
O -4.81 0.94 4.66 0.09
H -4.45 3.57 3.12 0.11
H -3.98 1.91 2.65 0.07
H -2.83 2.98 3.64 0.09
C 0.78 -3.76 -3.36 0.07
N 0.78 -4.16 -4.86 -0.43
O -0.18 -3.82 -5.54 0.02
O 1.65 -4.89 -5.26 0.08
H 1.82 -3.51 -3.08 0.09
H 0.43 -4.61 -2.80 0.05
H 0.13 -2.89 -3.24 0.07
C 3.28 1.06 -2.07 0.07
N 3.26 -0.38 -2.61 -0.44
O 3.88 -0.63 -3.60 0.09
O 2.56 -1.15 -2.01 0.03
H 3.56 1.03 -1.01 0.07
H 2.20 1.29 -2.14 0.08
H 3.95 1.79 -2.53 0.10
C 1.24 -7.74 0.06 0.06
N 1.03 -6.53 -0.74 -0.40
O 0.38 -6.61 -1.76 0.06
O 1.58 -5.49 -0.34 0.04
H 0.78 -7.70 1.02 0.05
H 2.32 -7.87 0.24 0.12
H 0.88 -8.53 -0.55 0.09
C 3.72 1.36 3.47 0.06
N 3.94 1.26 2.02 -0.40
O 3.83 0.19 1.48 0.06
O 4.31 2.31 1.45 0.05
H 4.12 0.49 3.95 0.10
H 2.62 1.44 3.60 0.10
H 4.20 2.25 3.81 0.09
C -4.20 1.39 -0.92 0.06
N -5.57 1.79 -0.49 -0.42
O -6.35 2.12 -1.36 0.09
O -5.81 1.82 0.73 0.02
H -3.54 2.25 -0.63 0.11
H -4.24 1.26 -1.95 0.06
H -4.02 0.49 -0.30 0.11
C -5.41 -1.33 2.14 0.05
N -4.02 -1.68 2.44 -0.42
O -3.77 -2.84 2.73 0.06
O -3.22 -0.76 2.41 0.04
H -5.97 -1.39 3.09 0.12
H -5.74 -2.06 1.39 0.10
H -5.34 -0.31 1.77 0.07
C -0.60 7.10 3.73 0.07
N 0.01 7.08 2.32 -0.40
O -0.59 6.44 1.48 0.04
O 1.09 7.67 2.17 0.04
H -0.10 7.93 4.25 0.09
H -0.27 6.13 4.16 0.11
H -1.69 7.14 3.64 0.10
C -0.75 -0.10 -4.89 0.04
C -1.88 0.26 -3.86 -0.27
O -1.64 1.58 -3.43 0.09
C -0.28 1.86 -3.69 -0.52
O 0.30 2.80 -3.19 0.12
O 0.24 0.94 -4.50 0.06
F -1.63 -0.45 -2.69 0.01
H -1.02 0.01 -5.92 0.13
H -0.27 -1.07 -4.72 0.12
H -2.94 0.03 -4.15 0.18
```

total charge	0
gap between HOMO and LUMO	10.543	eV
HOMO level	-11.047	eV
lowest unoccupied orbital energy	-0.50	eV
DFT total energy	-7105.0720	Eh

---

M list, top to bottom, in Da: 1173.8; 951.5; 1400.4